1.
C4H13N2O as an isolated structure at a distorted geometry, computed with ωB97M-V with the def2-TZVPD basis set.

```
20
Properties=species:S:1:pos:R:3:lowdin_charge:R:1
C 1.57 0.47 0.50 -0.16
C 0.48 1.45 0.06 -0.15
C -0.92 0.90 0.04 -0.46
C -1.50 0.60 -1.13 0.03
N -1.43 0.62 1.33 0.10
N 1.63 -0.68 -0.47 0.09
H 1.29 -0.06 1.41 0.12
H 2.60 0.81 0.52 0.13
H 0.47 2.29 0.80 0.14
H 0.76 1.89 -0.89 0.12
H -1.13 1.02 -2.06 0.07
H -2.57 0.26 -0.93 0.09
H -0.51 -3.14 0.51 0.11
H -1.16 1.37 1.95 0.09
H -2.42 0.38 1.39 0.10
H 2.39 -1.36 -0.48 0.15
H 1.46 -0.29 -1.40 0.13
H 0.53 -1.33 -0.28 0.18
H -1.21 -2.66 -0.64 0.11
O -0.33 -2.53 -0.23 -0.01
```

## Properties
Charge: +1
Frontier orbital gap (hartree): 0.3411



2.
A 5-piece molecular cluster, C2H10NO4 overall at a distorted geometry, computed with ωB97M-V with the def2-TZVPD basis set.

```
17
Properties=species:S:1:pos:R:3:lowdin_charge:R:1
O 1.12 0.80 0.92 -0.02
C 2.06 -0.01 1.02 -0.39
O -0.54 -0.59 -0.97 -0.08
C 2.74 -0.55 -0.13 -0.12
N 2.41 -0.14 -1.42 0.03
H -1.50 -0.47 -0.98 -0.01
H 2.55 -0.17 1.98 0.10
H 3.70 -1.04 0.01 0.10
H 2.47 0.84 -1.58 0.08
H 0.89 -1.39 1.63 0.19
H 1.55 -0.59 -1.70 0.06
H -2.91 0.43 0.45 -0.06
H -2.85 0.28 2.03 0.04
O -2.60 0.83 1.29 -0.03
H -0.20 -0.10 -0.21 -0.01
H -4.36 -0.58 -0.76 0.07
O -3.48 -0.14 -0.82 0.03
```

## Properties
2S+1: 2
Frontier orbital gap (spin up / spin down) (hartree): 0.2026 / 0.2910
⟨S²⟩: 1.7775



3.
C13H38ClHoPdSi4Te as an isolated structure at a distorted geometry, computed with ωB97M-V with the def2-TZVPD basis set.

```
59
Properties=species:S:1:pos:R:3:lowdin_charge:R:1
Ho 0.29 0.47 -5.80 0.73
Cl 0.88 -1.15 -4.24 0.11
C 2.03 1.39 -6.00 -0.38
C -0.71 -0.75 -7.02 -0.38
H 2.02 1.77 -7.02 -0.01
H 2.12 2.22 -5.30 -0.01
H 2.86 0.70 -5.88 -0.01
H -0.62 -0.27 -8.00 -0.01
H -1.75 -0.82 -6.73 -0.01
H -0.25 -1.73 -7.05 -0.01
Pd -0.30 0.22 -2.92 0.30
C -1.80 -0.72 -1.91 -0.34
C -0.95 1.33 -4.49 -0.37
H -2.76 -0.30 -2.25 0.01
H -1.79 -1.81 -2.08 0.00
H -1.66 -0.52 -0.83 -0.11
H -1.96 1.23 -4.83 0.00
H -0.56 2.32 -4.32 -0.01
C -3.20 -0.18 1.53 -0.21
Si -1.69 -1.20 1.96 0.30
C -1.73 -1.35 3.82 -0.21
C -1.85 -2.91 1.24 -0.21
Si 0.29 -0.27 1.25 0.09
Te 1.14 -1.08 -0.99 0.77
Si 0.16 1.99 1.41 0.27
C -0.37 2.49 3.13 -0.20
C 1.80 2.79 1.01 -0.21
C -1.09 2.62 0.17 -0.21
Si 1.93 -1.07 2.60 0.24
C 1.80 -0.54 4.39 -0.21
C 1.89 -2.94 2.51 -0.23
C 3.61 -0.51 1.99 -0.23
H -4.09 -0.70 1.93 0.04
H -3.34 -0.05 0.45 0.02
H -3.13 0.81 2.02 0.02
H -2.71 -1.77 4.12 0.05
H -0.93 -2.03 4.15 0.02
H -1.61 -0.35 4.28 0.03
H -1.88 -2.86 0.14 0.02
H -1.00 -3.54 1.56 0.02
H -2.80 -3.36 1.61 0.04
H 0.37 2.15 3.87 0.02
H -0.45 3.59 3.17 0.04
H -1.35 2.04 3.36 0.02
H 2.13 2.48 0.00 0.04
H 1.68 3.88 1.05 0.04
H 2.55 2.49 1.76 0.02
H -0.79 2.33 -0.85 0.01
H -2.09 2.20 0.39 0.02
H -1.14 3.72 0.25 0.04
H 0.84 -0.85 4.84 0.01
H 2.63 -1.01 4.96 0.04
H 1.90 0.56 4.47 0.02
H 2.00 -3.26 1.46 0.02
H 2.72 -3.35 3.12 0.04
H 0.93 -3.30 2.91 0.02
H 3.74 -0.83 0.94 0.01
H 3.69 0.58 2.06 0.02
H 4.39 -0.98 2.62 0.04
```

## Properties
2S+1: 9
Frontier orbital gap (spin up / spin down) (hartree): 0.2438 / 0.1673
⟨S²⟩: 20.0175